[1]
A 13-piece molecular cluster, C35H57BN15O5 overall at a distorted geometry. Source: the OMol25 dataset; level of theory: ωB97M-V with the def2-TZVPD basis set.

Results
LUMO energy in eV: -4.58
HOMO-LUMO gap in eV: 6.614
Total charge: +1
Maximum force in eV Å⁻¹: 4.39
2S+1: 1

Geometry (Å):
N 5.37208 2.48335 -4.22543
H -4.82131 6.25933 -3.44949
H -4.17794 1.76492 -1.32896
O -3.23111 -4.42115 -0.32566
H -0.74446 -0.84274 -0.70755
C -0.64402 10.52184 -3.24762
O 1.70225 -1.27440 -2.86178
H -5.11361 4.53157 -3.15604
H -0.34650 -3.64402 0.51946
C -1.27959 11.67685 -2.54260
H 0.30261 5.30760 1.55128
N 6.83550 7.54838 -1.29508
C -1.55675 0.13371 2.55779
C -2.70300 -0.44071 1.89082
H -0.57654 -6.18222 7.14128
H -1.11800 -3.76395 -1.84728
H 2.41845 -0.05130 -0.62138
H 5.33601 5.27105 -2.97626
C 3.19046 0.96872 -4.41762
N -0.14720 9.61819 -3.79810
C 6.38232 5.31439 -2.67337
H -2.35682 2.84887 -0.39460
H 9.34414 3.06300 -3.21056
H -1.49446 1.25494 -0.48405
C 5.58311 -3.57105 -1.71381
C 0.81625 4.66404 0.83544
O 0.80634 -3.01555 -1.67072
H 7.01051 5.29379 -3.56442
B -3.65714 -3.06612 -0.54879
H 10.91626 2.53192 -2.57654
C -7.34892 -7.73198 5.24119
N 5.98052 -4.07524 -0.73840
H 4.50664 -7.39375 1.99634
H -3.94634 5.03728 -4.39687
N 8.82783 2.17129 -0.17257
H -1.99380 -3.85105 3.25737
H 3.19983 0.42247 -5.36159
O -3.33475 -0.51023 -0.54074
N -7.52489 -8.41433 4.29777
N -3.18738 -5.64249 4.66577
N 0.69285 2.12844 1.64361
C -0.38971 7.64041 0.79309
C -7.13713 -6.87435 6.44721
H -6.52805 -7.40744 7.17819
H -1.16867 12.58196 -3.14051
N -1.40399 -3.03237 3.00960
N 0.21536 7.31845 1.74100
H -5.50181 -2.44186 -0.29727
C -0.61698 -2.73698 -1.77049
H 4.12115 -7.45212 0.26327
C 4.07914 -6.83625 1.16218
C -3.25587 -0.13719 -1.93421
H -0.83103 -2.17589 -2.73833
C -1.36332 -7.97304 7.98129
C -1.16353 8.05158 -0.41660
O -4.97360 -2.80700 -1.03441
C -3.89201 -5.95675 3.78446
H 3.23706 -1.72238 -0.25287
H 3.98821 -2.84445 -2.90731
N -2.67328 -1.75774 1.25701
N -2.41235 5.25376 -1.59412
C -1.52326 -2.51151 1.76571
H -2.27404 -4.42383 -0.13912
H -0.80121 11.82866 -1.57415
H 1.85783 4.97838 0.75854
H -4.60474 -7.39616 2.38792
C -1.20112 -7.02360 6.83849
H -0.72914 -7.53259 5.99724
C 1.56967 -1.81692 -1.75986
C -4.79343 -6.35769 2.66230
H 5.50004 -1.92038 -3.05550
H -2.17507 -6.64945 6.52653
C 6.63663 6.56814 -1.89988
H 10.31247 4.16027 -2.20414
C 4.41457 1.81882 -4.30976
C -1.99686 2.04968 -1.13048
H -6.62736 -5.95313 6.16218
H -0.80417 -2.60795 3.71944
H -1.20238 2.48858 -1.80609
H -3.66853 0.17151 1.92005
C 9.35095 2.58795 -1.13116
H 4.66492 -5.92974 1.00079
H 6.61118 4.44407 -2.05688
H -0.97113 9.10134 -0.64040
N -1.49012 -8.71541 8.87499
C -4.35687 5.27331 -3.41441
C 2.65980 -6.47363 1.46363
H 1.60472 -1.27314 0.45727
H -4.61004 -5.71965 1.79601
H -2.34111 11.47876 -2.38927
C -3.26606 5.26236 -2.39293
H -3.34805 1.90236 -3.00022
H -4.17163 -0.48664 -2.52645
N 1.54880 -6.18999 1.69680
H -0.86571 7.44479 -1.27201
C 10.02392 3.11993 -2.35940
C -1.12199 -1.89833 -0.49104
N -0.56284 -2.63957 0.67376
H -8.09847 -6.62531 6.89777
C 5.07507 -2.92032 -2.95730
H 2.29901 1.59567 -4.37778
H -1.55973 0.05897 3.69995
H 0.33984 4.76618 -0.14122
H 5.35127 -3.51050 -3.83175
H -2.34722 -0.53357 -2.48555
C -2.69029 -1.75445 -0.27143
H -5.83564 -6.25670 2.96811
C 2.26146 -1.17345 -0.47609
C 0.74699 3.24165 1.28722
H -2.23043 7.91477 -0.23750
C -3.26051 1.47853 -1.95529
H -0.70979 0.68913 2.04544
H 3.16075 0.25584 -3.59452


[2]
A 11-piece molecular cluster, C35H57N3O13 overall at a distorted geometry. Source: the OMol25 dataset; level of theory: ωB97M-V with the def2-TZVPD basis set.

Results
LUMO energy in eV: 0.34
HOMO-LUMO gap in eV: 8.650
Relative energy (zero: lowest compared OMol25 entry of this formula, charge and spin) in kJ/mol: 195.6
Maximum force in eV Å⁻¹: 5.53
SMILES: c1cc[nH]c1.c1cc[nH]c1.c1cc[nH]c1.O=C1CCCO1.O=C1CCCO1.O=C1CCCO1.O=C1CCCO1.O=C1CCCO1.CO.CO.CO
2S+1: 1

Geometry (Å):
H 0.62070 -2.98522 0.50012
H -5.49304 -3.82796 5.83532
O -3.66435 -0.65068 -7.04118
C 3.53079 0.26774 2.41955
H -2.68893 -1.14262 -2.96679
H 3.42810 -0.72740 -0.54205
H 1.91269 0.18226 1.11916
H 4.68219 2.08598 -0.45758
H 4.95806 -0.61004 -1.25016
H -1.01966 4.97600 -0.29781
C 0.27281 -2.01550 0.17607
C -3.47427 2.91949 -0.40712
H 1.96628 2.70159 -6.80579
C -3.45617 -3.77264 6.67564
H -2.83201 4.43429 1.00805
C -0.96940 -0.14129 0.35045
H 0.85744 1.85417 -4.50236
H -2.19971 2.85022 1.36877
H 2.38528 -0.28823 -3.91659
C -2.45267 2.08984 5.47355
C 3.77778 0.77483 3.84923
O 2.96470 -3.52142 1.25929
H 1.02705 -0.51114 -4.87914
H 3.43999 -0.81777 2.38043
H -3.89357 1.95196 -0.13111
C 1.66799 1.70484 -6.48083
O -2.66919 -0.73523 -4.96145
H -0.18468 0.77549 -1.52934
H -3.87076 -3.53204 7.65458
H -4.91950 -0.86389 -3.16819
H 2.33196 1.68137 -1.46336
C -2.45340 3.52141 0.54825
C -1.50666 3.27406 -1.64959
H 2.64102 2.15787 -4.62571
O 2.49986 -3.64006 -3.20021
C 1.96529 0.04351 -4.86614
H 1.06902 -3.69796 -1.95912
H 2.85447 5.84937 -0.62754
O 2.68223 0.80280 -7.05514
N -3.73156 2.39896 5.10670
H 2.48086 1.88664 1.37343
H 5.05991 4.35537 0.33783
C 0.52568 -1.21236 -0.92170
H -1.96377 2.45659 6.36399
H -0.29573 3.44043 0.10520
H 4.20904 1.77262 3.76839
H -1.73799 0.43110 0.84848
H -3.58034 -1.74143 6.02810
C 3.03801 4.78568 -0.66314
H -1.86932 -2.26068 6.24303
C -3.71837 -0.42969 -5.84950
H 1.27933 4.00266 -1.81291
H 0.47830 -3.86705 -3.64801
C -0.21706 -0.02526 -0.80536
C 4.37766 -1.25994 -0.59527
C 4.17594 4.11133 -0.23265
C -2.98384 0.96517 3.60104
H 2.54536 -5.25912 0.14865
O 3.30959 -1.24182 -6.45657
C -1.95907 1.30172 4.45093
C -4.76639 0.28434 -5.05960
H 4.40516 0.61458 1.86884
H -0.94891 0.93192 4.35492
H -4.51582 0.89479 -3.07954
H 3.00458 -3.62055 -2.38383
H -2.35264 0.51207 -3.26266
H -2.64236 -4.48519 6.81013
C -4.37258 -0.03854 -3.62403
C 2.76601 -0.19151 -6.14566
H 5.17388 -2.93290 -1.16794
C 2.30591 0.91135 1.82762
C 2.73783 2.63818 -1.16980
O 4.27870 -2.59717 -1.08116
H -4.37818 2.98851 5.61109
H 1.40710 -5.24756 -2.90699
H 1.12169 -1.44924 -1.79064
H 3.19567 -5.50470 1.80194
O 1.52553 1.06447 2.98257
O -0.77194 3.11374 -2.65183
O -3.86421 -4.08446 4.47502
H -0.92006 -1.62952 1.85761
C 2.23830 3.86468 -1.33567
N -0.61864 -1.31756 0.94550
C 3.21065 -4.86715 0.91797
H -5.82461 0.11877 -5.26174
C -2.89678 -0.33866 -3.67286
C -2.97873 -3.11055 4.50611
H 4.83044 -1.24091 0.39605
C 1.23675 -4.17113 -2.92663
H -2.83104 0.28691 2.77460
H 3.19528 -3.02586 0.47008
O -2.32574 -2.75359 3.51618
N 3.99280 2.80525 -0.62341
O 1.77324 1.05980 5.28673
H 4.42030 0.09176 4.40482
C 2.25955 0.93677 4.12287
C -2.86821 -2.56028 5.92590
C 1.79685 1.56105 -4.97107
O -2.75994 2.75780 -1.58828
C -4.02793 1.80174 3.86535
C -4.53051 -4.32645 5.72058
H 4.22674 -5.02408 0.55599
C -1.21949 3.90614 -0.23813
H -4.30791 3.62150 -0.42544
H -4.54153 1.33350 -5.25140
H -4.96300 2.03341 3.37712
H -4.71490 -5.39580 5.82359
H 0.62868 1.75176 -6.80601


[3]
A 13-piece molecular cluster, C35H57N5O34S8 overall at a distorted geometry. Source: the OMol25 dataset; level of theory: ωB97M-V with the def2-TZVPD basis set.

Results
LUMO energy in eV: -0.36
HOMO-LUMO gap in eV: 9.322
Maximum force in eV Å⁻¹: 5.73
2S+1: 1

Geometry (Å):
O 4.05362 -5.23584 5.03187
C -1.82783 -5.36385 5.22531
O -7.44058 -0.90327 -4.21033
H -0.60328 1.99899 6.95580
O 6.63542 2.95102 -1.76738
H -6.69929 -2.83529 -4.20908
H -2.29655 -5.07551 0.80775
O -6.71071 1.67272 -4.04658
N 4.56494 2.02127 4.79423
H -1.54260 6.79769 -1.51023
C 0.74052 3.96095 -6.35275
C 8.43308 3.15523 -4.51788
H -2.73426 -4.55513 -0.90209
H 1.39234 4.63684 -5.81917
H -1.51531 4.33377 6.06409
O -2.27254 7.80517 0.12367
H 3.70669 -0.33556 -8.04362
O -4.17179 2.97510 9.57819
H -1.31365 -0.85372 -1.63378
C -1.16871 -6.24068 4.37030
H 2.99259 -4.11242 0.43502
H 9.65514 2.28446 -2.85385
H -5.27866 3.99741 3.24216
H 0.69841 0.03924 -1.81604
C -1.58420 2.44200 7.12790
H -4.41235 6.25035 -0.90459
C -5.94515 3.19779 3.56542
H 3.29603 5.48958 3.41428
C -2.49162 7.19902 -1.15470
O 0.00383 -0.84239 2.35899
S -2.75912 3.36474 9.21385
H -4.50764 -7.19063 5.75491
H -3.29170 -6.08434 -0.30602
C 4.40159 -4.20847 5.50618
H -3.29866 -8.82543 4.22616
C -4.24691 -4.28900 0.33313
C 4.35972 2.26321 3.48942
H -1.06662 1.09593 -8.08228
C 9.00981 2.02871 -3.69423
C -0.87540 2.32363 -6.25108
H 4.56865 2.90578 6.66159
O -7.75646 4.19167 1.22714
O 5.23482 1.65002 -3.40086
O -2.49051 7.11673 2.59131
O -7.10912 1.90238 1.93789
H 4.13575 -2.24981 5.33914
H -1.59973 1.77815 -5.66440
C 3.88686 3.48665 2.95873
H 3.11567 -2.51333 -7.22235
N 3.68747 -3.15308 5.28207
O -4.89682 -3.64907 -0.51964
H 1.61227 -6.47151 0.69295
O 7.18666 -1.88906 -6.60905
C 2.27622 -4.66270 -0.17498
C -6.83655 -2.00665 -4.90379
H -3.20416 5.11205 -1.51389
H 1.28637 -4.28836 0.08611
C -1.13446 -0.01004 -0.96731
C -1.62080 3.93298 7.07223
C 0.21086 0.62062 -1.03349
H 3.83872 5.24236 5.80484
N -4.54916 -4.28398 1.62786
N -3.03283 -5.73042 5.74490
O -2.92702 5.56804 0.44749
H 3.78701 -1.79795 -5.62224
O -0.58347 6.18660 1.22070
O 0.83107 0.53554 0.22090
H -2.26202 1.95078 6.42978
H 0.24819 1.67239 -1.31720
C -1.71944 -7.41692 3.95567
C 3.92208 4.36064 5.18675
C -2.96191 -7.81971 4.42997
C -3.35315 5.99347 -0.89020
C -0.74511 2.01796 -7.62088
C 0.89048 3.78566 -7.72357
C -5.46425 -1.53100 -5.38884
C -3.55882 -6.91994 5.31572
C 4.49262 -0.83649 -7.47838
H -5.20547 -1.58855 -6.44611
H -7.58481 -2.44286 -5.56556
H 8.53019 3.00591 -5.59323
H 0.20832 2.59481 -9.41392
C 4.29742 3.04943 5.62613
O 4.19431 -5.84708 -2.74446
S -1.98761 6.69865 1.29965
N -0.22708 3.29884 -5.59869
H 1.66612 4.28658 -8.28379
O 7.06875 3.40256 -4.28977
O 4.89748 -2.99892 -6.69072
O -9.41842 2.79346 2.56678
O 5.38172 -1.45940 -8.44420
H 3.33938 -6.45743 0.37376
S -6.88435 0.50675 -4.94465
H -5.37502 -3.78132 1.92007
S 2.77368 -5.72527 -2.45446
H 6.42406 -3.87854 5.07914
O -1.46757 -0.21197 0.32980
H 4.45672 1.43201 2.80671
O 7.81171 1.36041 -3.37924
H -5.52289 1.20165 2.97015
H 6.14792 -5.06652 6.27909
O 6.73637 -3.68168 -8.44009
H 3.73322 3.50766 1.88992
H -2.94959 7.89246 -1.86005
C -3.03753 -5.07208 0.00836
S -0.34372 0.22263 1.42315
C -5.82431 2.12933 2.48367
O -1.94215 2.16945 8.44816
O 2.46786 -4.40458 -1.54728
H 9.64005 1.38784 -4.31083
S 6.29200 -2.60224 -7.53865
O -0.77596 1.46322 2.03167
H -1.90187 0.66112 -1.35297
O -2.81078 4.16335 7.78179
H 8.94280 4.09851 -4.32166
O 2.13689 -6.66567 -1.22461
O -1.84230 3.99429 10.19250
H -4.62007 -2.03017 -4.91314
H 5.03739 -0.07592 -6.91905
H -4.05372 -4.90011 2.25637
H -0.16201 -6.13036 3.99509
O -7.64173 0.80733 -6.24934
S -8.06348 3.21058 2.24837
S 6.52093 2.34156 -3.06105
H -5.56756 2.79595 4.50566
C 3.92993 -2.03738 -6.67597
O -5.42269 -0.17743 -5.18446
C 3.64120 4.54742 3.81377
H -1.15485 -8.08084 3.31783
O 1.77023 -5.84619 -3.56310
H 6.06333 -3.36639 6.80666
O -7.29912 3.50362 3.71691
H -1.45579 -4.38606 5.49345
C 2.37411 -6.11781 -0.00174
C 5.85337 -4.05756 5.99039
H 2.84213 -3.18771 4.73042
C 0.08683 2.81649 -8.36393
H -5.22746 2.45783 1.63281
H -0.79069 4.36295 7.63271


[4]
C35H58InN4O2SSbSe4 as an isolated structure at a distorted geometry. Source: the OMol25 dataset; level of theory: ωB97M-V with the def2-TZVPD basis set.

Results
LUMO energy in eV: 3.49
HOMO-LUMO gap in eV: 5.491
Total charge: -2
Relative energy (zero: lowest compared OMol25 entry of this formula, charge and spin) in kJ/mol: 29.6
Maximum force in eV Å⁻¹: 3.31
2S+1: 1

Geometry (Å):
C 2.53438 0.84777 -0.41091
C 6.00310 0.31865 -0.32704
C -1.39895 1.15054 3.71329
H 6.71381 0.52898 0.38733
H 5.57100 -0.58855 0.13099
H 0.22911 -1.38512 -0.05590
H 1.48186 3.20258 3.87901
H 1.30997 1.52871 3.42348
C 3.85762 0.20143 -2.33410
N -0.91408 0.25473 -0.56968
H -1.41212 2.13890 0.38793
H -0.44736 1.35812 1.85814
H 0.06943 2.01315 -0.74830
H 0.41870 2.57107 6.30222
C 0.39920 -0.34256 -0.06185
H 1.18888 -0.47235 -5.20804
C -4.42765 -0.84238 6.00014
H -5.85232 -0.83133 3.90761
C -0.47178 2.22455 4.36059
C 3.75228 0.90647 -1.12662
C -1.11176 -4.19694 -0.89658
H -5.09014 -2.06638 2.88462
C 1.52094 0.00430 -0.88861
H 2.66768 -3.29203 -2.79292
C -0.07406 1.79648 5.71781
H 0.52176 2.80014 2.50421
H 2.00629 -1.85066 -6.09489
Se -1.51499 -0.96595 -5.35501
C -2.07100 2.28847 -4.13081
H -0.76215 4.36730 5.01267
H -2.69593 0.82443 5.40034
H -2.77074 -2.78161 5.91330
H -2.90238 1.65580 -4.36977
S 0.39763 -4.30364 -0.17739
C 4.38201 -1.60973 -4.50767
C -5.28620 -1.76635 3.91483
H 6.03514 2.39204 -2.30775
Sb -3.88028 -1.59112 -4.80747
C 5.59545 2.64173 -1.28663
H 4.48167 -2.22543 -5.52898
C -1.18351 0.74618 2.34155
C 2.96934 -1.49419 -4.08460
C -1.28854 3.54600 4.41421
H -1.53556 3.89277 3.42265
H 2.79168 -3.61771 -4.50303
H -2.04520 -4.44076 -2.79687
In -1.32186 -0.54143 -2.93904
H 2.74543 -0.28130 -5.87728
H -4.19152 -3.52046 5.34501
Se -4.19955 -3.98192 -5.07426
H -5.80098 -2.57882 4.43808
H 0.46814 0.00427 0.93711
H -2.93270 -0.00407 -0.28298
H -2.91354 -3.36994 -0.68703
H 1.36097 -2.82468 -3.80792
H -3.57155 -0.67888 6.66716
H -1.43786 2.48562 -5.02438
H 6.40285 3.09296 -0.74004
H 0.82483 1.99684 -2.56861
O -3.21050 -2.23130 2.08703
H 0.34864 1.78000 -4.26508
H 2.41498 1.25727 0.60520
C -0.96639 1.75289 -0.57890
C 0.75803 2.46790 3.51884
H -2.86790 1.91998 -1.79108
H -2.04364 -1.38386 -0.17000
H -5.21098 -1.36603 6.56112
N -1.24604 -4.41350 -2.23177
H -1.99582 -3.58028 0.70145
C -4.01293 -1.47848 4.72593
C -1.97322 -0.35411 0.18644
C 5.03299 1.51224 -0.46215
C 1.64759 -0.63617 -2.15711
N -1.22661 1.76088 -3.06490
H 6.46946 0.04485 -1.25736
C -3.05933 -0.62090 3.89706
H 4.85606 0.39698 -2.84636
H 4.14077 3.00212 0.92466
N -2.23089 -3.89746 -0.24616
H -2.26172 3.36707 4.99570
C 2.39162 -2.90138 -3.79251
H 5.11615 -2.09485 -3.71441
H 0.48432 0.86495 5.62803
H 0.13769 3.42826 -3.40872
H -0.36749 -4.30619 -2.69662
C -2.38527 0.47530 4.41331
H -2.88849 -3.28079 4.19654
H 4.87393 3.47387 -1.44955
C -1.98785 -0.20236 1.70219
H 4.26861 1.32464 1.55500
H 5.78341 2.28094 1.27218
H -4.76346 0.22215 5.89255
C -3.37555 -2.87404 5.04380
H -2.39567 3.26431 -3.82901
C 0.12014 2.30468 -3.36184
C 2.83633 -0.60571 -2.85348
Se -3.76359 -1.16313 -2.37046
H -0.85442 1.61959 6.40118
C 4.74826 2.10153 0.92287
H -1.82804 3.28676 -1.79334
C -2.83449 -1.08725 2.50653
C 2.14438 -1.01678 -5.35998
C -1.79354 2.23206 -1.78860
H 4.68705 -0.56853 -4.66826
O 0.61666 -1.27444 -2.66729
Se -5.52817 -0.13828 -5.80397


Number 1: HOMO level -0.41135 Eh. Number 2: HOMO level -0.30552 Eh. Number 3: HOMO level -0.35565 Eh. Number 4: HOMO level -0.07341 Eh.